# 1
52
Properties=species:S:1:pos:R:3:nbo_charge:R:1 method="wB97M-V/def2-TZVPD" spin_multiplicity=3 fmax_ev_per_a=3.84 s2=2.023 homo_lumo_gap_ev="5.218 / 5.169" molar_mass_da=445.95 total_charge=-1 relative_energy_kj_mol=166.8
C 1.204 1.944 -1.102 -0.18
C 2.136 0.915 -0.798 -0.27
C 1.778 -0.256 -1.577 -0.39
H 2.902 0.917 -0.030 0.22
C 0.537 0.055 -2.272 -0.38
C 0.137 1.401 -1.891 -0.35
H -0.742 1.971 -2.230 0.21
H 1.163 2.989 -0.887 0.20
H 2.370 -1.170 -1.662 0.21
H 0.076 -0.546 -3.048 0.21
C -0.361 -0.643 2.304 -0.38
C -0.125 0.776 2.469 -0.24
C -1.082 1.495 1.744 -0.22
H 0.831 1.033 2.861 0.22
C -1.981 0.582 1.106 -0.37
C -1.558 -0.769 1.489 -0.39
H -2.152 -1.676 1.372 0.22
H 0.229 -1.457 2.751 0.21
H -1.214 2.525 1.511 0.20
H -2.873 0.859 0.525 0.21
Pd -0.102 -0.302 -0.151 0.56
O -0.874 -3.533 -1.548 -0.45
C 0.266 -4.346 -1.862 -0.09
C -0.977 -4.359 -2.744 0.02
H 1.126 -3.799 -2.259 0.19
H 0.443 -5.238 -1.242 0.18
H -0.901 -3.825 -3.707 0.19
H -1.823 -5.771 -4.884 0.21
C -2.246 -6.169 -3.951 -0.20
C -1.899 -5.519 -2.734 -0.05
C -2.422 -6.021 -1.518 -0.20
H -2.178 -5.516 -0.574 0.24
C -3.285 -7.124 -1.529 -0.21
H -3.700 -7.489 -0.584 0.21
C -3.621 -7.759 -2.737 -0.23
H -4.291 -8.624 -2.741 0.21
C -3.098 -7.278 -3.951 -0.22
H -3.351 -7.759 -4.902 0.21
C 0.843 3.551 3.393 -1.16
Si 1.256 3.531 1.621 1.97
C 0.294 4.829 0.760 -1.17
C 3.057 3.492 1.280 -1.15
O 0.956 2.046 1.027 -1.08
H 1.186 4.557 3.632 0.21
H 1.397 2.809 3.968 0.24
H -0.226 3.458 3.584 0.25
H 0.704 5.712 1.256 0.21
H 0.472 4.909 -0.314 0.24
H -0.785 4.785 0.943 0.24
H 3.529 2.641 1.777 0.24
H 3.280 3.466 0.213 0.24
H 3.349 4.437 1.730 0.20



# 2
63
Properties=species:S:1:pos:R:3:nbo_charge:R:1 method="wB97M-V/def2-TZVPD" spin_multiplicity=4 fmax_ev_per_a=0.27 s2=3.793 homo_lumo_gap_ev="7.682 / 5.458" molar_mass_da=687.46 total_charge=+3 relative_energy_kj_mol=11.4
Mo 1.296 -1.191 -0.242 1.59
C -0.401 3.536 -2.891 -0.62
C -0.532 4.417 -1.652 -0.13
C 0.409 5.640 -1.789 -0.60
C -1.994 4.916 -1.529 -0.60
C -0.182 3.697 -0.387 0.35
C -0.269 4.431 0.865 -0.09
C 0.010 3.868 2.077 -0.23
C 0.400 2.526 2.083 -0.14
S 0.793 1.557 3.436 0.62
C 1.097 0.214 2.377 0.17
N 0.922 0.477 1.082 -0.57
C 0.512 1.773 0.857 0.29
C 0.214 2.356 -0.356 -0.36
C 1.506 -1.093 2.752 -0.12
C 1.715 -1.510 4.074 -0.11
C 2.100 -2.816 4.313 -0.19
C 2.272 -3.691 3.246 -0.08
C 2.064 -3.283 1.918 -0.23
C 1.679 -1.983 1.655 -0.25
H -0.669 4.119 -3.771 0.26
H -1.078 2.679 -2.859 0.21
H 0.623 3.187 -3.041 0.21
H 0.145 6.160 -2.710 0.26
H 1.454 5.335 -1.858 0.22
H 0.303 6.354 -0.973 0.22
H -2.241 5.445 -2.449 0.26
H -2.138 5.614 -0.705 0.22
H -2.690 4.085 -1.415 0.22
H -0.572 5.468 0.825 0.26
H -0.067 4.438 2.993 0.28
H 0.274 1.791 -1.277 0.25
H 1.579 -0.825 4.903 0.24
H 2.266 -3.158 5.325 0.27
H 2.571 -4.713 3.439 0.26
H 2.191 -4.003 1.122 0.26
O -0.638 -1.419 -0.168 -0.89
S -1.655 -2.418 0.553 1.22
C -2.516 -3.232 -0.823 -0.55
C -3.995 -2.911 -0.629 -0.43
C -4.059 -1.454 -0.185 -0.42
C -3.054 -1.336 0.958 -0.56
H -2.251 -4.286 -0.811 0.28
H -2.101 -2.765 -1.717 0.27
H -4.436 -3.564 0.126 0.24
H -4.529 -3.091 -1.562 0.27
H -5.052 -1.173 0.161 0.27
H -3.785 -0.787 -1.004 0.22
H -3.447 -1.727 1.899 0.27
H -2.642 -0.342 1.135 0.25
N 3.367 -0.382 -0.182 -0.58
N 3.306 -1.655 -0.800 -0.56
H 3.767 0.338 -0.780 0.44
H 3.867 -0.420 0.704 0.43
H 3.815 -2.397 -0.323 0.45
H 3.545 -1.649 -1.792 0.45
F 1.062 -2.270 -1.928 -0.61
As 0.980 -4.356 -2.090 2.86
F 2.422 -4.256 -1.117 -0.63
F 0.118 -4.126 -0.586 -0.63
F 0.896 -6.021 -2.093 -0.55
F -0.462 -4.028 -2.923 -0.58
F 1.918 -4.090 -3.464 -0.56



# 3
77
Properties=species:S:1:pos:R:3:lowdin_charge:R:1 method="wB97M-V/def2-TZVPD" fmax_ev_per_a=0.99 homo_lumo_gap_ev=9.292 molar_mass_da=1057.60 relative_energy_kj_mol=0.0
C -3.434 0.767 -1.782 -0.16
Si -2.609 0.556 -3.455 0.61
C -1.699 2.177 -3.802 -0.16
C -1.325 -0.840 -3.494 -0.23
C -1.385 -1.929 -2.415 -0.14
C -0.960 -1.485 -1.014 -0.58
F -2.089 -1.517 -0.190 0.04
F -0.493 -0.206 -0.986 0.09
N 0.042 -2.337 -0.478 0.03
C 0.273 -2.134 0.960 -0.16
C 1.751 -2.217 1.364 -0.17
O 2.230 -0.926 1.692 -0.11
C 2.776 -0.731 2.997 -0.22
C 4.105 0.017 2.765 -0.06
C 4.964 0.200 4.022 -0.27
O 4.801 -0.788 5.017 0.01
C 6.460 0.374 3.683 -0.54
F 6.672 0.730 2.405 0.14
F 7.159 -0.747 3.941 0.15
F 7.005 1.353 4.455 0.01
B 1.714 0.091 3.878 -0.54
N 2.135 1.082 4.823 0.20
O 0.347 -0.126 3.745 0.11
C -3.985 0.304 -4.709 -0.24
C -4.938 1.312 -4.841 -0.15
C -6.004 1.201 -5.717 -0.09
C -6.143 0.058 -6.491 -0.09
C -5.201 -0.948 -6.383 -0.09
C -4.137 -0.831 -5.506 -0.09
H -4.270 1.458 -1.902 -0.01
H -2.740 1.090 -1.011 0.03
H -3.872 -0.191 -1.489 0.04
H -2.123 2.704 -4.656 0.03
H -0.636 2.005 -3.973 0.02
H -1.771 2.821 -2.923 0.03
H -0.321 -0.417 -3.543 0.07
H -1.465 -1.357 -4.450 0.07
H -2.372 -2.388 -2.363 0.12
H -0.702 -2.732 -2.705 0.09
H -0.237 -3.289 -0.671 0.13
H -0.277 -2.905 1.507 0.08
H -0.077 -1.165 1.307 0.12
H 1.839 -2.907 2.210 0.12
H 2.345 -2.616 0.539 0.08
H 3.012 -1.678 3.500 0.13
H 4.646 -0.510 1.979 0.13
H 3.848 1.013 2.402 0.14
H 4.673 1.138 4.492 0.14
H 4.897 -1.656 4.610 0.11
H 1.345 1.453 5.337 0.09
H 2.815 0.739 5.490 0.08
H 0.085 -1.033 3.936 0.03
H -4.856 2.215 -4.243 0.02
H -6.724 2.009 -5.760 0.10
H -6.990 -0.025 -7.158 0.10
H -5.316 -1.847 -6.975 0.10
H -3.414 -1.635 -5.438 0.09
C 8.135 5.512 4.493 -2.05
Cl 9.562 5.843 3.504 0.52
Cl 8.427 6.072 6.145 0.52
Cl 6.745 6.375 3.821 0.52
Cl 7.805 3.783 4.500 0.59
C -2.440 -2.732 5.381 -2.05
Cl -3.224 -4.265 5.762 0.54
Cl -3.557 -1.402 5.676 0.54
Cl -1.002 -2.534 6.394 0.54
Cl -1.951 -2.725 3.681 0.57
C -6.761 4.324 -1.483 -2.04
Cl -5.678 3.960 -0.140 0.53
Cl -6.454 3.183 -2.801 0.59
Cl -8.438 4.172 -0.951 0.53
Cl -6.469 5.969 -2.053 0.53
C 3.186 -3.649 -2.892 -2.05
Cl 2.186 -4.669 -3.939 0.52
Cl 2.345 -2.137 -2.581 0.58
Cl 3.476 -4.502 -1.368 0.53
Cl 4.733 -3.334 -3.683 0.53



# 4
102
Properties=species:S:1:pos:R:3:lowdin_charge:R:1 method="wB97M-V/def2-TZVPD" fmax_ev_per_a=8.93 homo_lumo_gap_ev=7.370 molar_mass_da=4019.21
N 3.166 0.426 1.846 -0.05
C 2.291 -0.056 0.702 -0.30
C 3.156 -0.288 -0.711 -0.19
C 2.067 -0.116 -1.928 -0.19
C 2.668 -0.294 -3.437 -0.24
N 3.637 0.756 -3.899 -0.25
C 3.334 2.144 -3.401 -0.10
C 1.901 2.700 -4.048 -0.25
O 0.736 2.739 -3.397 -0.02
O 1.989 3.232 -5.448 -0.03
S 5.309 0.301 -3.744 0.91
O 6.093 1.148 -4.821 -0.36
O 5.971 0.636 -2.387 -0.34
F 5.562 -1.359 -4.236 -0.22
H 4.115 -0.018 1.694 -0.04
H 3.258 1.475 1.740 0.08
H 1.455 0.758 0.450 0.12
H 1.709 -1.035 1.004 0.05
H 3.583 -1.394 -0.623 0.13
H 3.993 0.537 -0.690 0.10
H 1.485 0.880 -1.728 0.10
H 1.269 -0.992 -1.778 0.14
H 1.739 -0.259 -4.182 -0.08
H 3.097 -1.398 -3.512 0.15
H 4.165 2.858 -3.876 0.16
H 3.413 2.300 -2.244 0.15
H 2.916 2.982 -5.767 0.13
C 9.149 2.311 -2.212 -1.60
Br 9.874 0.754 -3.124 0.56
Br 9.583 2.307 -0.316 0.53
Br 9.686 3.970 -3.074 0.56
H 8.059 2.249 -2.291 -0.05
C -0.312 -1.636 3.894 -1.53
Br 1.473 -2.409 3.870 0.55
Br -0.402 -0.057 5.026 0.53
Br -0.970 -1.278 2.098 0.53
H -0.979 -2.385 4.335 -0.03
C -0.477 -5.829 1.964 -1.57
Br -0.517 -5.723 3.906 0.53
Br -1.629 -4.494 1.143 0.51
Br 1.339 -5.742 1.272 0.55
H -0.878 -6.810 1.689 -0.05
C -5.838 -4.239 -0.067 -1.58
Br -4.948 -2.683 0.689 0.54
Br -5.576 -4.359 -1.991 0.54
Br -5.320 -5.881 0.838 0.52
H -6.912 -4.106 0.102 -0.02
C -6.665 -1.789 -5.248 -1.58
Br -8.237 -2.924 -5.408 0.54
Br -6.514 -1.006 -3.474 0.51
Br -5.040 -2.726 -5.766 0.56
H -6.795 -0.962 -5.953 -0.07
C 9.687 1.360 3.960 -1.60
Br 9.886 3.174 3.286 0.53
Br 10.950 0.976 5.389 0.56
Br 7.855 0.982 4.492 0.54
H 9.926 0.684 3.132 -0.02
C -10.751 0.338 -2.680 -1.58
Br -9.861 1.893 -1.924 0.56
Br -10.489 0.218 -4.604 0.54
Br -10.233 -1.304 -1.775 0.55
H -11.825 0.471 -2.512 -0.02
C -3.115 3.015 3.970 -1.58
Br -4.514 1.663 3.989 0.56
Br -2.043 2.971 5.593 0.50
Br -2.013 2.894 2.372 0.55
H -3.613 3.990 3.942 -0.02
C -7.710 3.211 -5.671 -1.60
Br -6.031 3.548 -4.749 0.55
Br -8.470 4.842 -6.411 0.56
Br -7.528 1.821 -7.020 0.55
H -8.417 2.840 -4.923 -0.06
C 5.540 -3.259 3.040 -1.58
Br 6.265 -4.817 2.128 0.56
Br 5.973 -3.263 4.936 0.56
Br 6.077 -1.600 2.178 0.59
H 4.449 -3.322 2.961 -0.05
C -3.156 -9.516 4.258 -1.59
Br -3.196 -9.411 6.200 0.56
Br -4.309 -8.181 3.436 0.53
Br -1.341 -9.430 3.565 0.55
H -3.557 -10.497 3.982 -0.02
C -1.374 5.967 8.854 -1.60
Br -1.238 7.095 10.433 0.56
Br -1.681 4.103 9.320 0.52
Br -2.709 6.630 7.604 0.54
H -0.406 6.014 8.343 -0.02
C -1.261 -0.031 9.075 -1.60
Br -2.833 -1.166 8.916 0.56
Br -1.111 0.752 10.849 0.54
Br 0.363 -0.968 8.557 0.54
H -1.392 0.796 8.370 -0.05
C 0.236 6.518 -5.239 -1.61
Br -1.489 7.406 -5.370 0.56
Br 1.105 6.365 -6.972 0.56
Br 1.390 7.368 -3.923 0.55
H 0.045 5.499 -4.886 -0.04
C -1.541 -0.411 -6.308 -1.57
Br 0.138 -0.074 -5.385 0.74
Br -2.300 1.220 -7.047 0.57
Br -1.359 -1.802 -7.656 0.56
H -2.248 -0.782 -5.559 -0.04



# 5
101
Properties=species:S:1:pos:R:3:lowdin_charge:R:1 method="wB97M-V/def2-TZVPD" fmax_ev_per_a=9.07 homo_lumo_gap_ev=6.996 molar_mass_da=4192.83 relative_energy_kj_mol=234.0
C 2.723 -5.034 3.792 -0.19
C 2.309 -4.062 2.520 -0.41
P 1.862 -2.271 3.005 0.85
C 3.395 -1.185 3.349 -0.42
C 4.707 -1.993 3.915 -0.19
N 0.648 -2.184 4.308 -0.16
C -0.651 -1.788 3.595 -0.37
O -0.718 -0.493 3.179 -0.11
O -1.753 -2.749 3.315 -0.05
H 2.753 -4.439 4.803 0.04
H 1.940 -5.932 3.868 0.08
H 3.765 -5.524 3.499 0.08
H 3.175 -4.097 1.730 0.05
H 1.324 -4.548 2.054 0.08
H 3.698 -0.695 2.303 0.03
H 3.092 -0.281 4.061 0.10
H 4.695 -2.160 5.097 0.09
H 5.641 -1.274 3.729 0.07
H 4.950 -2.990 3.351 0.07
H 0.539 -3.080 4.833 -0.03
H -1.560 -3.039 2.355 0.05
C 2.601 -0.920 -1.058 -1.55
Br 1.600 -1.799 -2.476 0.52
Br 1.433 -0.267 0.354 0.55
Br 4.016 -2.057 -0.359 0.58
H 3.085 -0.044 -1.504 -0.09
C 3.459 3.592 0.471 -1.56
Br 4.126 2.994 -1.256 0.51
Br 1.565 3.208 0.689 0.52
Br 4.516 2.880 1.941 0.54
H 3.570 4.681 0.496 -0.09
C -2.767 2.692 3.904 -1.59
Br -2.611 4.607 4.204 0.53
Br -4.482 2.001 4.508 0.55
Br -2.409 2.218 2.051 0.56
H -1.995 2.209 4.512 -0.02
C 3.386 6.557 -3.084 -1.54
Br 1.969 5.295 -3.514 0.51
Br 3.555 6.829 -1.165 0.58
Br 5.079 6.047 -3.895 0.54
H 3.100 7.520 -3.519 -0.02
C -0.214 2.152 -5.462 -1.58
Br -1.631 0.890 -5.892 0.55
Br -0.045 2.424 -3.543 0.53
Br 1.479 1.642 -6.273 0.55
H -0.500 3.115 -5.897 -0.02
C -1.070 7.422 0.935 -1.58
Br -0.404 6.824 -0.792 0.53
Br -2.964 7.038 1.153 0.55
Br -0.013 6.710 2.405 0.53
H -0.960 8.511 0.961 -0.02
C -1.711 -2.334 -9.057 -1.60
Br -0.799 -1.248 -10.388 0.56
Br -0.550 -2.767 -7.557 0.53
Br -3.376 -1.514 -8.471 0.54
H -1.974 -3.280 -9.541 -0.13
C -2.570 -2.707 -1.816 -1.57
Br -1.904 -3.305 -3.543 0.54
Br -4.464 -3.092 -1.598 0.54
Br -1.513 -3.420 -0.346 0.59
H -2.460 -1.618 -1.791 -0.01
C 6.184 -0.350 -3.858 -1.57
Br 6.420 -2.269 -4.071 0.56
Br 4.337 0.189 -4.144 0.55
Br 6.865 0.278 -2.147 0.54
H 6.783 0.134 -4.637 -0.02
C -8.223 -2.991 -0.452 -1.58
Br -7.484 -1.279 -1.005 0.53
Br -10.109 -2.852 0.007 0.55
Br -7.901 -4.380 -1.775 0.55
H -7.694 -3.289 0.459 -0.02
C -10.038 1.654 0.121 -1.61
Br -9.126 2.740 -1.210 0.56
Br -8.877 1.221 1.621 0.53
Br -11.702 2.473 0.707 0.56
H -10.300 0.708 -0.363 -0.04
C -12.148 -0.728 3.763 -1.60
Br -13.149 -1.607 2.345 0.53
Br -13.316 -0.075 5.175 0.56
Br -10.733 -1.865 4.462 0.54
H -11.664 0.148 3.317 -0.06
C 7.194 4.291 4.585 -1.60
Br 8.945 4.463 5.414 0.56
Br 6.653 2.430 4.416 0.51
Br 5.850 5.354 5.505 0.56
H 7.279 4.692 3.570 -0.03
C -2.154 -6.881 -9.952 -1.59
Br -2.596 -7.111 -8.071 0.56
Br -3.098 -5.372 -10.737 0.60
Br -0.233 -6.760 -10.234 0.56
H -2.498 -7.780 -10.474 -0.02
C 8.729 6.157 -1.547 -1.59
Br 7.122 5.116 -1.199 0.50
Br 10.106 5.093 -2.417 0.56
Br 8.337 7.784 -2.538 0.55
H 9.128 6.463 -0.574 -0.02
C 0.217 -5.116 7.798 -1.59
Br 1.701 -3.861 7.883 0.56
Br -0.932 -4.775 6.266 0.61
Br 0.826 -6.962 7.849 0.56
H -0.390 -4.954 8.695 -0.02



# 6
57
Properties=species:S:1:pos:R:3:nbo_charge:R:1 method="wB97M-V/def2-TZVPD" fmax_ev_per_a=2.67 homo_lumo_gap_ev=4.678 molar_mass_da=519.86 total_charge=-1 relative_energy_kj_mol=143.7
O 0.163 -1.812 -3.459 -0.54
C -0.298 -2.901 -4.279 -0.06
C 1.125 -3.393 -4.577 -0.46
H -0.878 -2.485 -5.102 0.17
H -0.897 -3.653 -3.765 0.18
C 1.547 -2.229 -3.622 0.27
H 1.410 -3.197 -5.621 0.19
H 1.348 -4.429 -4.289 0.21
C 2.398 -1.223 -4.384 -0.63
H 1.926 -1.017 -5.358 0.20
H 3.384 -1.656 -4.595 0.21
H 2.533 -0.272 -3.856 0.22
C 2.049 -2.510 -2.206 -0.63
H 1.452 -3.299 -1.731 0.23
H 1.917 -1.606 -1.608 0.26
H 3.125 -2.752 -2.179 0.19
Cd -0.539 1.125 -2.292 1.38
C -0.575 -1.415 1.333 -0.34
C -1.477 -0.493 0.742 -0.33
C -1.791 -0.927 -0.560 -0.47
H -1.818 0.443 1.204 0.20
C -1.070 -2.134 -0.794 -0.34
C -0.350 -2.453 0.382 -0.37
H 0.293 -3.328 0.520 0.17
H -0.139 -1.336 2.322 0.18
H -2.511 -0.494 -1.250 0.20
H -1.095 -2.693 -1.715 0.18
C 1.066 1.477 1.331 -0.24
C 2.042 0.599 0.744 -0.28
C 2.040 0.800 -0.645 -0.28
H 2.688 -0.065 1.295 0.20
C 1.074 1.826 -0.957 -0.71
C 0.469 2.207 0.324 -0.27
H -0.365 2.907 0.429 0.22
H 0.884 1.587 2.390 0.20
H 2.687 0.321 -1.389 0.19
H 1.249 2.570 -1.743 0.23
O -0.648 0.095 -5.372 -0.54
C 0.064 -0.200 -6.615 -0.08
C -0.785 0.133 -7.838 -0.44
H 0.381 -1.253 -6.599 0.19
H 0.967 0.423 -6.671 0.17
C -1.978 0.906 -7.279 -0.43
H -1.105 -0.789 -8.355 0.21
H -0.227 0.763 -8.540 0.21
C -1.807 0.883 -5.753 -0.08
H -2.930 0.481 -7.609 0.21
H -1.946 1.953 -7.603 0.21
H -2.750 0.542 -5.272 0.20
H -1.522 1.880 -5.375 0.18
F -2.451 2.506 0.005 -0.36
C -2.342 2.140 -1.328 0.16
F -3.498 1.421 -1.636 -0.38
C -2.391 3.445 -2.091 0.87
F -3.383 4.260 -1.657 -0.33
F -1.210 4.109 -1.930 -0.33
F -2.586 3.181 -3.408 -0.34